Entry 1:
# H2O4S3

A single H2O4S3 molecule in a non-equilibrium geometry (wB97M-V/def2-TZVPD, OMol25).

The geometry in XYZ format:
```
9
Properties=species:S:1:pos:R:3:forces:R:3:nbo_charge:R:1
O 3.8011 -1.4535 0.2077 2.4 -1.7 -0.7 -0.891
O 1.6410 -1.0238 -1.0051 0.4 0.8 0.5 -0.890
O -0.8279 0.6760 0.0775 -1.4 -1.7 1.2 -0.905
O 1.4835 1.8308 0.5187 0.8 0.1 0.5 -0.847
S 0.0305 2.0211 -0.2017 -0.3 0.2 0.1 0.834
S 2.9885 1.3932 -0.2478 -1.2 -0.3 0.4 0.231
S 2.6129 -0.7211 0.3159 -3.0 2.0 -0.2 1.456
H -1.4286 0.4627 0.9012 2.1 1.6 -1.8 0.515
H 1.2122 -0.1487 -1.2052 0.2 -1.1 -0.1 0.496
```
Positions in Å, forces in eV/Å.

Results
F_max   3.640 eV/Å
Calculated total energy   -40724.963 eV
ΔE to the lowest compared entry with this formula, charge and spin   70.0 kJ/mol
Frontier orbital gap   8.636 eV


Entry 2:
# C36H44IrN5O3

C36H44IrN5O3 as an isolated structure in a non-equilibrium geometry (wB97M-V/def2-TZVPD, OMol25).

The geometry in XYZ format:
```
89
Properties=species:S:1:pos:R:3:forces:R:3:mulliken_charge:R:1
Ir 0.0495 0.0052 0.0565 0.0 0.0 2.7 1.267
C 2.2597 5.6179 1.5576 0.0 0.0 -0.1 -0.960
C 1.6773 5.3907 0.1561 0.0 -0.1 0.2 -1.185
C 0.7298 4.2351 0.1018 0.1 -0.2 -0.1 0.904
C -0.6293 4.2367 0.1119 0.0 0.1 -0.1 0.969
C -1.5441 5.4167 0.1769 -0.1 -0.1 0.3 -1.355
C -2.0166 5.7165 1.6066 0.0 0.0 -0.1 -0.991
C -1.0436 2.8553 0.0338 -0.2 0.2 0.1 0.071
C -2.3462 2.4192 0.0618 0.0 -0.1 0.1 -0.387
C -2.7702 1.1008 0.0219 0.0 0.1 0.1 -0.501
C -4.1364 0.6880 0.0883 -0.2 -0.4 -0.1 0.936
C -5.3205 1.5948 0.1666 0.0 0.0 0.3 -1.195
C -5.6785 1.9684 1.6124 0.0 0.0 -0.1 -0.963
C -4.1380 -0.6875 0.0682 -0.2 0.4 -0.1 0.922
C -2.7755 -1.0965 -0.0174 0.0 -0.2 0.0 0.130
C -2.3521 -2.4083 -0.0354 0.0 0.2 0.1 -0.392
C -1.0421 -2.8436 -0.0602 -0.1 -0.3 0.0 -0.287
N 0.0473 -2.0254 -0.0998 0.0 0.4 -0.1 -0.493
C 1.1405 -2.8428 -0.0460 0.2 -0.3 0.0 0.112
C 2.4444 -2.4089 -0.0111 0.0 0.1 0.1 -0.467
C 2.8706 -1.0906 -0.0208 -0.1 -0.1 0.1 -0.378
N 2.0427 0.0023 -0.0731 0.1 -0.2 -0.5 -0.599
C 2.8755 1.1061 -0.0394 0.0 0.3 0.0 -0.184
C 2.4504 2.4166 -0.0100 0.0 -0.2 0.1 -0.401
C 1.1387 2.8521 0.0067 0.1 0.3 0.0 -0.206
N 0.0481 2.0387 -0.0512 0.1 -0.4 -0.1 -0.489
C 4.2393 0.6955 0.0192 0.1 -0.4 -0.1 1.102
C 4.2362 -0.6784 0.0544 0.1 0.4 0.0 1.199
C 5.4240 -1.5823 0.1157 -0.1 -0.1 -0.3 -1.377
C 5.8090 -2.0944 -1.2815 0.0 0.0 0.2 -1.107
C 5.4279 1.6003 0.0677 -0.1 0.1 0.3 -1.299
C 5.7297 2.0837 1.4939 0.0 0.0 -0.1 -1.027
C 0.7267 -4.2290 -0.0142 0.1 0.2 -0.2 0.793
C -0.6324 -4.2269 -0.0231 0.0 0.0 -0.1 0.974
C -1.5525 -5.4054 -0.0087 -0.1 0.1 0.2 -1.180
C -2.1038 -5.7111 1.3906 0.0 0.0 -0.1 -0.929
C 1.6702 -5.3887 -0.0061 0.0 0.1 0.2 -1.218
C 2.1934 -5.7217 1.3978 0.0 0.0 -0.1 -1.061
N -1.9454 0.0080 -0.0501 0.0 0.1 -0.5 -0.425
C -5.3195 -1.5997 0.1342 0.1 -0.1 0.3 -1.209
C -5.5653 -2.1447 1.5491 0.0 0.0 -0.1 -0.923
H 2.9552 6.4567 1.5372 0.0 0.0 0.1 0.387
H 2.7948 4.7356 1.9136 0.0 0.0 0.0 0.209
H 1.4717 5.8457 2.2755 0.0 0.0 0.0 0.263
H 2.4930 5.2183 -0.5500 0.0 0.1 -0.1 0.437
H 1.1606 6.2964 -0.1622 0.0 0.0 -0.1 0.334
H -2.4122 5.2497 -0.4646 0.0 0.0 -0.1 0.457
H -1.0177 6.2900 -0.2080 -0.1 0.0 -0.1 0.380
H -2.5595 4.8706 2.0316 0.0 0.0 0.0 0.250
H -2.6773 6.5833 1.6056 0.0 0.0 0.0 0.389
H -1.1684 5.9366 2.2550 0.0 0.0 0.0 0.249
H -3.1196 3.1672 0.1746 0.0 0.0 -0.1 0.387
H -6.1769 1.0973 -0.2894 0.0 0.1 -0.1 0.410
H -5.1302 2.5053 -0.4043 -0.1 0.0 -0.1 0.470
H -5.9301 1.0808 2.1927 0.0 0.0 0.0 0.226
H -6.5416 2.6338 1.6199 0.0 0.0 0.0 0.384
H -4.8477 2.4738 2.1076 0.0 0.0 0.0 0.259
H -3.1261 -3.1615 0.0281 0.0 0.0 -0.1 0.404
H 3.2166 -3.1614 0.0770 0.0 0.0 -0.1 0.421
H 3.2239 3.1689 0.0682 0.0 0.0 -0.1 0.372
H 5.2187 -2.4314 0.7707 0.0 0.0 0.1 0.482
H 6.2668 -1.0407 0.5447 0.0 0.0 0.1 0.395
H 4.9920 -2.6630 -1.7280 0.0 0.0 0.0 0.297
H 6.6846 -2.7397 -1.2152 0.0 0.0 -0.1 0.392
H 6.0437 -1.2602 -1.9433 0.0 0.0 0.0 0.324
H 5.2584 2.4632 -0.5793 0.1 0.0 -0.1 0.502
H 6.2963 1.0658 -0.3178 0.0 0.1 -0.1 0.395
H 4.8909 2.6489 1.9033 0.0 0.0 0.0 0.225
H 6.6086 2.7277 1.4899 0.0 0.0 0.1 0.385
H 5.9246 1.2395 2.1557 0.0 0.0 0.0 0.328
H -1.0062 -6.2778 -0.3670 -0.1 0.0 -0.1 0.346
H -2.3839 -5.2330 -0.6964 0.0 -0.1 -0.1 0.437
H -1.2931 -5.9232 2.0879 0.0 0.0 0.0 0.256
H -2.7540 -6.5849 1.3504 0.0 0.0 0.0 0.393
H -2.6812 -4.8730 1.7848 0.0 0.0 0.0 0.187
H 2.5143 -5.1656 -0.6624 0.0 -0.1 -0.1 0.431
H 1.1656 -6.2656 -0.4125 0.0 0.0 -0.1 0.367
H 2.7068 -4.8682 1.8433 0.0 0.0 0.0 0.297
H 2.8941 -6.5547 1.3415 0.0 0.0 0.1 0.384
H 1.3770 -6.0080 2.0609 0.0 0.0 0.0 0.275
H -5.1769 -2.4373 -0.5520 -0.1 0.0 -0.1 0.475
H -6.2067 -1.0566 -0.1910 0.0 0.0 -0.1 0.310
H -4.7107 -2.7214 1.9066 0.0 0.0 0.0 0.196
H -6.4420 -2.7920 1.5489 0.0 0.0 0.0 0.392
H -5.7428 -1.3326 2.2541 0.0 0.0 0.0 0.233
O -0.4751 1.0084 3.9339 0.0 -0.1 -0.4 -0.543
N 0.0157 0.0304 3.4221 0.0 0.2 0.9 0.838
O 0.4948 -0.9187 3.9932 0.0 0.1 -0.4 -0.544
O 0.0289 -0.0092 2.0954 0.1 -0.3 -1.8 -0.330
```
Positions in Å, forces in eV/Å.

Results
F_max   2.728 eV/Å
Calculated total energy   -54469.360 eV
Net charge   +1
2S+1   2
Frontier orbital gap (spin up / spin down)   4.811 / 4.211 eV


Entry 3:
# C4H2LiO5

C4H2LiO5 as an isolated structure in a non-equilibrium geometry (wB97M-V/def2-TZVPD, OMol25).

The geometry in XYZ format:
```
12
Properties=species:S:1:pos:R:3:forces:R:3:nbo_charge:R:1
O 1.3537 1.4272 0.0682 0.6 -0.7 1.6 -0.909
C 1.1094 0.7724 -0.9866 -2.0 2.0 -1.4 0.678
O 1.7173 0.8312 -2.0520 -0.1 -1.2 0.8 -0.691
O 1.5203 -1.6271 0.2656 -1.5 -1.9 3.1 -0.409
C 0.5815 -1.7172 1.0042 0.9 3.1 -4.8 0.627
C -0.6329 -1.0941 1.1892 0.1 -1.4 2.4 -0.733
C -0.7176 0.6003 -1.1065 1.8 1.7 -2.4 0.641
O -1.1779 0.2752 -2.2064 0.1 -0.8 1.4 -0.701
O -1.2221 1.4291 -0.2815 -0.7 -0.8 1.2 -0.900
Li -0.1209 1.4101 1.2449 0.3 0.0 -1.4 0.915
H -0.8909 -0.9420 2.2421 0.0 0.2 0.0 0.206
H -1.5198 -1.3651 0.6186 0.6 -0.1 -0.4 0.275
```
Positions in Å, forces in eV/Å.

Results
F_max   5.787 eV/Å
Calculated total energy   -14623.095 eV
Net charge   -1
ΔE to the lowest compared entry with this formula, charge and spin   240.7 kJ/mol
Frontier orbital gap   5.221 eV


Entry 4:
# C7H12O3

A 2-piece molecular cluster, C7H12O3 overall (wB97M-V/def2-TZVPD, OMol25).

The geometry in XYZ format:
```
22
Properties=species:S:1:pos:R:3:forces:R:3:nbo_charge:R:1
C -0.2612 0.7207 -0.7737 -0.1 0.3 0.0 0.112
C -1.2709 -1.3896 -0.1379 0.0 -0.1 -0.1 -0.265
C -0.5000 1.6044 0.4548 0.1 -0.4 -0.2 -0.645
C -1.3349 0.9576 -1.8319 0.3 -0.3 0.1 -0.641
O -0.1047 -0.6573 -0.4330 -0.1 0.2 -0.1 -0.555
H 0.7215 0.9691 -1.1899 -0.1 0.1 0.0 0.187
H -0.9350 -2.2798 0.3951 -0.1 0.0 0.0 0.209
H -1.9720 -0.8308 0.4890 0.0 0.0 0.0 0.162
H -1.7810 -1.7087 -1.0528 -0.1 0.1 0.1 0.174
H 0.2558 1.4079 1.2092 0.0 0.1 0.0 0.232
H -1.4859 1.4254 0.8814 -0.1 0.0 0.1 0.198
H -0.4475 2.6473 0.1580 0.0 0.2 0.0 0.210
H -1.3100 1.9990 -2.1378 0.0 0.1 -0.1 0.216
H -1.1507 0.3349 -2.7047 0.0 0.0 -0.1 0.216
H -2.3262 0.7333 -1.4406 -0.1 0.0 0.0 0.205
C 1.4972 -1.3781 1.3907 -0.4 -0.6 0.4 0.752
O 0.8638 -0.6162 2.2999 0.0 0.3 0.2 -0.673
C 2.5199 -0.6386 0.6936 0.4 0.3 -0.3 -0.124
C 3.3982 -0.0586 0.1212 -0.6 -0.4 0.4 -0.136
O 1.2752 -2.5509 1.2457 0.2 0.1 0.0 -0.566
H 0.1823 -1.1437 2.7457 0.2 -0.1 -0.2 0.499
H 4.1664 0.4526 -0.3819 0.4 0.2 -0.3 0.233
```
Positions in Å, forces in eV/Å.

Results
F_max   0.847 eV/Å
Calculated total energy   -13593.765 eV
ΔE to the lowest compared entry with this formula, charge and spin   222.8 kJ/mol
Structure (SMILES)   C#CC(=O)O.COC(C)C
Frontier orbital gap   10.534 eV


Entry 5:
# C4H6O2

A single C4H6O2 molecule (wB97M-V/def2-TZVPD, OMol25).

The geometry in XYZ format:
```
12
Properties=species:S:1:pos:R:3:forces:R:3:nbo_charge:R:1
C -0.0505 0.7453 -1.5945 -0.1 0.1 -0.1 -0.722
C 0.1003 -0.3941 -0.6168 0.3 -0.2 -0.1 0.596
O 0.8458 -1.3228 -0.8459 -0.3 0.2 0.0 -0.541
C -0.5930 -0.3359 0.7314 -0.1 0.0 0.0 -0.627
C 0.4937 -0.3314 1.7957 0.0 0.2 0.3 0.449
O 0.4234 0.2644 2.8385 0.0 -0.2 -0.4 -0.503
H 0.8833 1.3223 -1.5828 -0.2 -0.1 0.0 0.249
H -0.8741 1.4204 -1.3522 0.1 -0.1 0.0 0.220
H -0.1776 0.3329 -2.5992 0.1 0.1 0.1 0.247
H -1.2811 0.5031 0.8596 0.2 -0.1 0.0 0.235
H -1.1506 -1.2746 0.8590 0.1 0.1 0.0 0.268
H 1.3802 -0.9296 1.5071 0.0 0.0 0.2 0.130
```
Positions in Å, forces in eV/Å.

Results
F_max   0.434 eV/Å
Calculated total energy   -8339.641 eV
ΔE to the lowest compared entry with this formula, charge and spin   79.1 kJ/mol
Structure (SMILES)   CC(=O)CC=O
Frontier orbital gap   10.541 eV